[1]
C60H47NiP3Si | the ωB97M-V functional and the def2-TZVPD basis

E_HOMO in eV: -7.00
Calculated total energy in Eh: -5136.53038
Strongest force on any atom in eV/A: 0.9

Positions of all 112 atoms, in Å:
Ni 0.2187 -0.5494 0.0785
C 5.3185 -2.1194 -3.1954
C 5.6244 -0.9296 -2.5484
C 4.6680 -0.3054 -1.7670
C 3.3967 -0.8664 -1.5917
C 3.1044 -2.0518 -2.2515
C 4.0568 -2.6693 -3.0517
P 2.1815 0.0955 -0.5911
C 2.4695 1.6918 -1.4767
C 3.2517 2.7203 -0.9568
C 3.4789 3.8764 -1.6894
C 2.9216 4.0259 -2.9489
C 2.1581 2.9985 -3.4825
C 1.9437 1.8383 -2.7576
C 2.9827 0.4657 1.0120
C 4.2627 0.1079 1.4003
C 4.7470 0.5427 2.6294
C 3.9605 1.3422 3.4438
C 2.6733 1.6908 3.0501
C 2.1527 1.2502 1.8407
Si 0.3571 1.3780 1.2102
C -0.7620 1.3585 2.7342
C -0.9293 2.3876 3.6632
C -1.7058 2.1952 4.7913
C -2.3343 0.9705 5.0111
C -2.1976 -0.0522 4.0914
C -1.4251 0.1556 2.9505
P -1.1871 -1.0724 1.6221
C -0.8519 -2.5649 2.6158
C -1.5615 -3.7539 2.5169
C -1.2118 -4.8430 3.3055
C -0.1572 -4.7501 4.1986
C 0.5526 -3.5609 4.3061
C 0.2102 -2.4788 3.5162
C -2.8799 -1.3180 0.9649
C -3.0869 -2.2594 -0.0425
C -4.3315 -2.3962 -0.6361
C -5.3858 -1.5836 -0.2417
C -5.1882 -0.6407 0.7534
C -3.9452 -0.5109 1.3564
C -0.0558 3.0060 0.3129
C 0.5653 4.2200 0.5908
C 0.1966 5.3890 -0.0558
C -0.8194 5.3627 -0.9998
C -1.4578 4.1667 -1.2869
C -1.0804 2.9883 -0.6479
P -1.9060 1.3742 -0.9525
C -3.6197 1.8689 -1.3688
C -4.2852 2.7651 -0.5299
C -5.6381 3.0148 -0.6850
C -6.3574 2.3599 -1.6770
C -5.7096 1.4586 -2.5068
C -4.3533 1.2118 -2.3522
C -1.3219 0.8585 -2.6020
C -1.3801 1.6938 -3.7210
C -0.9585 1.2495 -4.9600
C -0.4666 -0.0436 -5.1051
C -0.4067 -0.8804 -4.0049
C -0.8399 -0.4274 -2.7609
H 6.0596 -2.6095 -3.8135
H 6.6024 -0.4805 -2.6634
H 4.9094 0.6406 -1.3003
H 2.1324 -2.5064 -2.1449
H 3.8033 -3.5923 -3.5568
H 3.6925 2.6321 0.0277
H 4.0875 4.6646 -1.2635
H 3.0847 4.9340 -3.5146
H 1.7283 3.0919 -4.4717
H 1.3768 1.0332 -3.2082
H 4.8786 -0.5135 0.7630
H 5.7389 0.2515 2.9501
H 4.3410 1.6773 4.4002
H 2.0581 2.2819 3.7196
H -0.4479 3.3460 3.5013
H -1.8241 2.9956 5.5107
H -2.9335 0.8210 5.8994
H -2.6897 -1.0039 4.2540
H -2.3903 -3.8424 1.8283
H -1.7696 -5.7660 3.2159
H 0.1129 -5.5999 4.8117
H 1.3795 -3.4783 4.9999
H 0.7755 -1.5558 3.6007
H -2.2695 -2.8896 -0.3652
H -4.4746 -3.1340 -1.4155
H -6.3540 -1.6772 -0.7159
H -5.9965 0.0152 1.0506
H -3.8024 0.2507 2.1105
H 1.3660 4.2523 1.3229
H 0.7017 6.3183 0.1757
H -1.1211 6.2705 -1.5068
H -2.2767 4.1599 -1.9965
H -3.7378 3.2724 0.2571
H -6.1312 3.7203 -0.0285
H -7.4146 2.5547 -1.8019
H -6.2611 0.9388 -3.2800
H -3.8720 0.4892 -2.9984
H -1.7549 2.7033 -3.6192
H -1.0097 1.9107 -5.8158
H -0.1317 -0.3922 -6.0736
H -0.0160 -1.8863 -4.0977
H -0.7579 -1.1109 -1.9171
C 1.3973 -5.1973 -0.3698
C 0.4263 -4.6918 -1.2200
C 0.0564 -3.3555 -1.1382
C 0.6194 -2.4616 -0.2166
C 1.5838 -3.0179 0.6348
C 1.9741 -4.3465 0.5614
H 1.6959 -6.2362 -0.4265
H -0.0415 -5.3389 -1.9529
H -0.6770 -3.0025 -1.8596
H 2.0589 -2.3955 1.3895
H 2.7325 -4.7198 1.2392

***

[2]
C60H49Cl5InN4O2S3Si | the ωB97M-V functional and the def2-TZVPD basis

Charge: +1
E_HOMO in eV: -9.98
Relative energy (zero: lowest compared OMol25 entry of this formula, charge and spin) in kcal per mole: 36.1
Calculated total energy in Eh: -6659.98440
Strongest force on any atom in eV/A: 2.7

Positions of all 125 atoms, in Å:
In 14.9329 12.2084 15.5413
N 12.9952 14.9922 15.3484
S 12.1417 16.0727 14.8671
N 12.2475 16.5239 13.2745
S 11.9145 15.4927 12.2110
N 11.9228 13.9309 12.4398
S 13.1078 12.8800 12.6699
N 13.4862 12.4746 14.0110
C 14.4873 13.2290 11.6179
C 14.5272 12.7344 10.3232
C 15.7149 12.8750 9.5774
C 16.7631 13.5830 10.1188
C 16.6993 14.0603 11.4086
C 15.5730 13.9320 12.1608
C 12.3386 11.4951 11.7857
C 13.0290 10.2835 11.8996
C 12.6634 9.2048 11.0958
C 11.6117 9.3543 10.2208
C 10.9261 10.5650 10.0573
C 11.3141 11.6677 10.8743
C 10.1771 15.7289 11.7673
C 9.7628 17.0408 11.4935
C 8.4501 17.3033 11.3278
C 7.5161 16.2484 11.3989
C 7.9578 14.9727 11.6321
C 9.2865 14.6742 11.8392
C 12.8416 16.0583 10.7519
C 14.0299 16.6542 10.9745
C 14.9084 16.8717 9.9033
C 14.5518 16.4991 8.5914
C 13.2811 15.9068 8.3841
C 12.4590 15.6626 9.4664
C 10.4425 15.6156 15.1376
C 10.2954 14.2882 15.5351
C 9.0320 13.7480 15.7160
C 7.9281 14.4916 15.3014
C 8.0507 15.7909 14.8596
C 9.3106 16.3558 14.8051
C 12.3417 17.6514 15.6606
C 13.6908 17.9640 15.7974
C 14.1180 19.1053 16.4473
C 13.1827 19.9283 17.0476
C 11.8370 19.6306 16.9315
C 11.4082 18.4573 16.2548
H 13.6563 12.2393 9.8721
H 15.7974 12.4899 8.5600
H 17.6948 13.7708 9.5847
H 17.5379 14.5660 11.8521
H 15.4321 14.3693 13.1328
H 13.8272 10.2087 12.6476
H 13.2691 8.3075 11.0894
H 11.5194 8.5892 9.4734
H 10.2138 10.6561 9.2927
H 10.9218 12.6724 10.7174
H 10.5420 17.7894 11.3638
H 8.0982 18.3212 11.1150
H 6.4553 16.4439 11.2664
H 7.2191 14.1776 11.6198
H 9.6120 13.6262 12.1477
H 14.2749 16.9107 11.9727
H 15.8557 17.4063 10.1022
H 15.2314 16.6459 7.7395
H 12.9628 15.6091 7.3862
H 11.4865 15.2188 9.3195
H 11.2022 13.7836 15.7666
H 8.9046 12.7866 16.1246
H 6.9943 14.0410 15.3869
H 7.2576 16.3544 14.4161
H 9.3972 17.3793 14.3267
H 14.3585 17.2860 15.3814
H 15.1650 19.3994 16.4276
H 13.5407 20.8037 17.5562
H 11.0783 20.2148 17.4485
H 10.3547 18.2606 16.1865
O 15.4427 14.4044 15.2092
H 15.9117 14.9090 15.8823
H 14.4316 14.7620 15.2400
O 17.5438 8.9804 16.5085
H 18.1131 8.2414 16.7915
H 18.0488 9.7552 16.7320
C 13.8866 9.1663 20.9054
C 14.1687 8.8336 19.5868
C 14.4694 9.8701 18.7356
C 14.4495 11.1729 19.1826
C 13.9944 11.4989 20.4645
C 13.7631 10.4865 21.3577
Si 15.1426 12.5371 18.1091
C 14.5129 14.2163 18.6566
C 13.1052 14.4561 18.5825
C 12.5544 15.6951 18.9153
C 13.4182 16.7447 19.1484
C 14.7998 16.5584 19.1680
C 15.3249 15.3095 18.9233
C 17.0172 12.4086 18.3576
C 17.5311 11.4830 19.2844
C 18.9081 11.2045 19.3232
C 19.7699 11.7803 18.4322
C 19.3176 12.6926 17.5093
C 17.9538 12.9891 17.4816
H 13.6210 8.3524 21.6036
H 14.2165 7.8248 19.3377
H 14.8155 9.6474 17.7597
H 13.9819 12.5478 20.7557
H 13.4139 10.7301 22.3824
H 12.4892 13.5941 18.3460
H 11.5344 15.9225 18.8713
H 13.1391 17.7656 19.3885
H 15.3818 17.4419 19.4184
H 16.3875 15.1901 19.0159
H 16.8759 11.0402 20.0151
H 19.2141 10.5203 20.1062
H 20.8248 11.4532 18.3697
H 19.9218 13.1961 16.8260
H 17.6646 13.6939 16.7325
Cl 13.7838 9.2826 14.9334
C 15.3887 9.5240 14.2179
C 15.9610 10.7806 14.2994
C 17.2309 10.9174 13.7493
Cl 18.0751 12.4211 13.8967
C 17.8949 9.9267 13.0389
Cl 19.3914 10.2501 12.2815
C 17.2181 8.6963 12.9385
Cl 17.9880 7.4154 12.0936
C 16.0014 8.4571 13.5396
Cl 15.3427 6.8558 13.6912